# C20H21N3O4S2

A single C20H21N3O4S2 molecule in a non-equilibrium geometry (the ωB97M-V functional and the def2-TZVPD basis, OMol25).

Computed properties:
Kohn-Sham gap   8.30 eV
2S+1   1
E   -55411.82098 eV
Net charge   0
Energy above the lowest of the compared OMol25 structures with the same formula, charge and spin   127.9 kJ/mol
HOMO energy   -7.8 eV
SMILES   CCOc1ccc(NC(=O)c2cccc(NC3=N[C@H]4CS(=O)(=O)C[C@H]4S3)c2)cc1

Geometry as XYZ:
```
50
Properties=species:S:1:pos:R:3:forces:R:3
C -2.145576 -0.472800 2.305964 0.196 0.042 -0.082
H -4.027379 -1.142891 3.067979 -0.050 -0.025 0.058
C -1.497728 0.185364 1.264087 -0.468 -0.007 0.110
H -1.596594 -0.823166 3.168049 0.055 -0.021 0.072
H 4.257716 -3.037318 3.114153 0.067 -0.056 0.045
H -0.922179 1.117907 -3.761984 0.028 -0.129 -0.025
C -0.020034 0.425248 1.256689 -0.054 -0.178 0.080
C 2.076934 -0.724329 1.966440 0.405 -0.025 0.066
O 0.464953 1.437434 0.795269 0.080 0.108 -0.104
O -2.177846 -0.319493 -6.283967 0.134 0.155 -0.241
C 2.568985 -1.911259 2.497579 -0.154 0.237 -0.117
N -4.385710 0.975546 -0.907521 -0.665 -0.242 0.281
C -4.007933 2.494259 -4.433226 -0.453 0.336 0.272
C -1.651552 1.565985 -4.427161 -0.635 -0.387 -0.275
C 6.773097 -2.268615 3.131121 0.153 -0.259 0.308
H -1.725343 1.218482 -0.593214 0.036 0.003 0.042
O 6.177565 -1.152646 2.503632 -0.086 0.207 -0.107
H 2.608534 1.210883 1.221467 -0.001 0.025 -0.014
C -3.605917 0.504301 0.143835 0.340 -0.144 0.406
C -4.247180 -0.167058 1.184427 0.070 0.029 -0.003
H 7.147415 -3.086083 5.086645 0.045 -0.096 0.079
H -4.954808 1.087100 -5.806775 0.055 -0.160 -0.065
H -1.171167 2.065655 -5.261827 0.047 0.023 -0.145
C 6.629402 -2.236285 4.650454 -0.066 0.102 -0.402
H 1.883866 -2.706941 2.757943 -0.064 -0.076 0.025
H -5.317832 -0.310629 1.151751 -0.125 -0.015 -0.001
H 5.029651 0.877452 1.583629 0.078 0.104 -0.034
N 0.692839 -0.603039 1.798664 -0.310 -0.304 0.139
C -3.518854 -0.639560 2.259255 -0.101 -0.019 -0.066
H -5.372434 0.764488 -0.854962 0.214 0.016 -0.004
C 4.822586 -1.088458 2.373592 -0.186 0.179 -0.097
S -5.261943 1.960830 -3.228096 0.040 0.108 0.189
H -4.254782 3.515296 -4.730578 0.098 -0.151 -0.022
N -2.801752 1.899078 -2.361668 0.474 -0.244 0.842
H 5.582657 -2.271146 4.942530 -0.059 -0.027 0.080
H -2.226481 3.463237 -3.556529 -0.046 -0.167 -0.153
H 7.062907 -1.318902 5.040536 0.046 0.059 0.061
H 6.374275 -3.204896 2.720768 0.060 0.095 -0.027
C 3.924123 -2.097773 2.702670 0.324 -0.039 0.024
C 4.325420 0.101725 1.838634 0.202 -0.320 0.167
C -2.628249 2.447251 -3.662973 -0.076 0.574 0.087
O -3.289115 -0.536713 -4.104021 -0.162 0.124 0.345
C -3.993564 1.555760 -5.621306 0.565 -0.508 0.205
H 0.166387 -1.418211 2.080778 0.006 0.210 -0.131
H 7.830160 -2.199455 2.858654 -0.158 -0.092 0.000
C 2.976053 0.287770 1.636060 -0.085 0.081 -0.041
C -3.971225 1.559040 -2.044364 -0.308 0.665 -1.045
S -2.756373 0.309497 -5.131188 0.254 0.133 -0.660
C -2.229764 0.687970 0.196415 0.174 0.038 -0.032
H -3.616215 2.020108 -6.528309 0.067 0.037 -0.093
```
Forces are in eV/Å.